This record from the Open Molecules 2025 dataset describes one molecule with the formula C6H6O. The level of theory is ωB97M-V with the def2-TZVPD basis set.

Structure (ORCA input):
```
! wB97M-V def2-TZVPD RIJCOSX def2/J DEFGRID3
* xyz 0 1
O -0.2735 -0.9141 1.9226
C 0.3538 -1.0055 0.6622
C -0.6410 -0.8666 -0.5178
C -1.0244 0.5055 -0.8641
C -1.3570 1.6065 -1.2204
C 1.3979 0.0136 0.4732
C 2.0248 0.9966 0.1741
H -0.4531 0.0190 2.0975
H 0.7700 -2.0181 0.6256
H -1.5394 -1.4379 -0.2664
H -0.1855 -1.3250 -1.4035
H -1.6706 2.5711 -1.5533
H 2.5428 1.8783 -0.1288
*
```

Summary:
max |F| = 0.577 eV/Å
LUMO = 0.9 eV
relative energy (zero: lowest compared OMol25 entry of this formula, charge and spin) = 90.6 kcal/mol
orbital gap = 11.0 eV
SMILES = C#CC[C@H](O)C#C
HOMO = -0.3702 Ha

This record from the Open Molecules 2025 dataset describes one molecule with the formula C6H6O in a non-equilibrium geometry. The level of theory is ωB97M-V with the def2-TZVPD basis set.

Structure (ORCA input):
```
! wB97M-V def2-TZVPD RIJCOSX def2/J DEFGRID3
* xyz 0 1
C -1.0077 -1.5247 2.3855
C -0.7716 -0.8519 1.4130
C -0.3254 -0.1057 0.3084
C -0.1957 -0.6262 -0.9028
C 0.6347 0.2718 -1.7314
O 0.9464 1.3931 -0.9118
C 0.3118 1.2750 0.3614
H -1.2648 -2.0241 3.2788
H -0.5848 -1.5865 -1.2113
H 1.5588 -0.2426 -2.0254
H 0.0730 0.5631 -2.6220
H -0.4312 2.0785 0.4902
H 1.0565 1.3801 1.1675
*
```

Summary:
max |F| = 1.418 eV/Å
LUMO = 1.0 eV
relative energy (zero: lowest compared OMol25 entry of this formula, charge and spin) = 64.8 kcal/mol
orbital gap = 9.9 eV
SMILES = C#CC1=CCOC1
HOMO = -0.3274 Ha